Run A
{"formula": "C5H14S", "method": "the ωB97M-V functional and the def2-TZVPD basis", "symbols": ["C", "C", "C", "S", "H", "H", "H", "H", "H", "H", "H", "H", "C", "C", "H", "H", "H", "H", "H", "H"], "xyz": [[-1.48160, 0.93106, -2.30375], [-1.45030, 1.06715, -0.77223], [-0.46179, -1.78565, -2.80539], [-1.95998, -0.74882, -2.85143], [-2.11795, 1.65898, -2.81316], [-0.50268, 1.15737, -2.76435], [-0.78579, 0.31804, -0.36523], [-2.49093, 0.95787, -0.44083], [-0.16933, -2.15621, -1.83587], [-0.54740, -2.62822, -3.49122], [0.37261, -1.15738, -3.12593], [-1.24168, 2.06603, -0.39005], [1.37667, -0.63274, 3.27358], [1.89941, 0.70034, 2.63213], [0.56179, -0.25566, 3.92081], [1.01808, -1.41256, 2.60037], [2.02926, -1.06071, 4.00587], [1.04585, 1.34369, 2.52627], [2.33986, 0.43620, 1.67999], [2.56588, 1.20124, 3.32041]], "smiles": "CCSC.CC", "gap_ev": 9.39}



Run B
{"formula": "C5H14S", "method": "the ωB97M-V functional and the def2-TZVPD basis", "symbols": ["C", "C", "C", "S", "H", "H", "H", "H", "H", "H", "H", "H", "C", "C", "H", "H", "H", "H", "H", "H"], "xyz": [[-0.74297, 1.23151, 0.28789], [-2.08742, 0.50970, 0.43836], [0.35708, 1.69212, 2.84019], [0.59459, 0.68057, 1.37636], [-0.33902, 0.99130, -0.68588], [-0.83574, 2.30972, 0.34771], [-2.88605, 1.16026, 0.08135], [-2.30232, 0.17100, 1.44648], [0.60827, 2.72655, 2.64254], [-0.62885, 1.66933, 3.31170], [1.04897, 1.29218, 3.56192], [-2.07466, -0.37170, -0.20438], [1.66629, -1.24442, -2.22365], [0.67397, -2.24126, -1.63513], [2.64719, -1.69863, -2.31514], [1.36373, -0.87231, -3.20614], [1.70639, -0.35808, -1.57706], [-0.37584, -1.94308, -1.63562], [0.90665, -2.54607, -0.61378], [0.69975, -3.15870, -2.23770]], "smiles": "CCSC.CC", "gap_ev": 9.51}



Run C
{"formula": "C5H14S", "method": "the ωB97M-V functional and the def2-TZVPD basis", "symbols": ["C", "C", "S", "H", "H", "H", "H", "H", "H", "C", "C", "C", "H", "H", "H", "H", "H", "H", "H", "H"], "xyz": [[1.51404, 2.18758, 3.05196], [0.76629, 1.67638, 1.80250], [1.58205, 0.69804, 0.43696], [1.73072, 1.31588, 3.55113], [2.38160, 2.71230, 2.67799], [0.61246, 2.64793, 3.56262], [0.36718, 2.50652, 1.08175], [-0.18566, 1.06502, 1.98061], [1.47111, 1.55856, -0.60745], [-1.02397, -2.84697, -1.59022], [-1.33591, -1.41900, -2.05171], [-2.81603, -1.02559, -1.95341], [-0.04397, -3.14795, -1.70120], [-1.55189, -2.91799, -0.58103], [-1.63815, -3.42845, -2.23666], [-0.63808, -0.74176, -1.53345], [-1.03029, -1.35670, -3.08570], [-3.11494, -0.02272, -2.47382], [-2.90161, -0.96576, -0.78255], [-3.39786, -1.82792, -2.39832]], "smiles": "CCC.CCS", "gap_ev": 9.89}



Name the least stable of them. run C.



Run A
{"formula": "C5H7N2", "method": "the ωB97M-V functional and the def2-TZVPD basis", "symbols": ["C", "C", "C", "C", "C", "N", "N", "H", "H", "H", "H", "H", "H", "H"], "xyz": [[-0.13312, 0.01938, -0.19331], [2.74711, -1.39748, -1.19185], [3.79952, -1.30873, -2.02437], [-1.32772, 0.76991, 1.58293], [-1.10036, 0.98878, 0.07245], [0.80802, -0.64492, -0.30109], [1.80693, -1.42973, -0.24703], [3.69227, -1.90759, -2.92314], [4.59916, -0.63028, -1.90921], [-1.56667, -0.15102, 1.94026], [-2.15291, 1.38476, 1.90643], [-0.46961, 0.99123, 2.27346], [-0.63720, 1.80435, -0.34518], [-2.06141, 0.74850, -0.43052]], "smiles": "C=C=N[N+]#CCC", "gap_ev": 9.77, "total_charge": 1}



Run B
{"formula": "C5H7N2", "method": "the ωB97M-V functional and the def2-TZVPD basis", "symbols": ["C", "C", "C", "C", "C", "N", "N", "H", "H", "H", "H", "H", "H", "H"], "xyz": [[1.07300, 1.09345, 1.81767], [0.17319, 0.13014, 1.79616], [1.70496, 1.49935, 0.72230], [0.20560, -0.13915, -0.41012], [-1.82287, -0.84055, 0.59555], [-0.49639, -0.24061, 0.74934], [1.61051, 0.49012, -0.40661], [2.49018, 2.31058, 0.54074], [0.09784, -0.85885, -1.27837], [-1.89736, -1.99608, 0.66823], [-2.68794, -0.42424, 1.26089], [-2.09658, -0.78067, -0.44663], [1.62458, 0.94193, -1.28865], [2.46370, -0.06470, -0.61204]], "gap_ev": [7.47, 7.88], "total_charge": 1}



Name the least stable of them. run B.



Run A
{"formula": "C5H7N2", "method": "the ωB97M-V functional and the def2-TZVPD basis", "symbols": ["C", "C", "C", "C", "C", "N", "N", "H", "H", "H", "H", "H", "H", "H"], "xyz": [[0.76991, -0.79230, -0.20835], [-2.08413, -1.73507, 0.40439], [-1.65624, -1.14938, -0.83402], [3.22586, -0.72600, 0.52532], [-3.02582, 0.69931, 0.30988], [1.87358, -0.72173, 0.12562], [-2.37250, -0.49180, -0.00082], [-0.85891, -1.15523, -1.60141], [3.07460, -0.95961, 1.59804], [3.83823, -1.40445, -0.04629], [3.53322, 0.22945, 0.37656], [-2.40880, 1.53799, 0.04325], [-3.41184, 0.58435, 1.24187], [-4.00755, 0.89206, -0.31535]], "gap_ev": 10.26, "total_charge": 1}



Run B
{"formula": "C5H7N2", "method": "the ωB97M-V functional and the def2-TZVPD basis", "symbols": ["C", "C", "C", "C", "C", "N", "N", "H", "H", "H", "H", "H", "H", "H"], "xyz": [[-0.55702, 0.39690, -1.69382], [1.49608, 0.32263, -0.09865], [0.32792, -0.29766, -0.55582], [0.23274, -1.82191, -0.29659], [-1.60354, 1.27324, 0.50325], [-0.75361, 0.69274, -0.46474], [2.50462, 0.66558, 0.40670], [-0.73066, -2.20437, -0.57451], [0.36582, -2.20925, 0.66472], [0.86698, -2.41644, -1.04249], [-1.40961, 0.99129, 1.56158], [-1.37922, 2.29636, 0.40779], [-2.61204, 1.17698, 0.32736], [3.25153, 1.13392, 0.85523]], "gap_ev": 9.98, "total_charge": 1}



Name the least stable of them. run A.



Run A
{"formula": "C5H6N3O4", "method": "the ωB97M-V functional and the def2-TZVPD basis", "symbols": ["C", "C", "C", "C", "C", "N", "N", "N", "O", "O", "O", "O", "H", "H", "H", "H", "H", "H"], "xyz": [[0.35716, 3.28826, 1.23013], [2.34294, 1.90022, 1.99580], [-3.17302, 1.40996, -0.18068], [-0.62651, -0.30103, 1.33103], [0.02345, 0.45834, -0.94989], [1.48340, 3.07574, 1.41481], [-2.02730, 1.15994, 0.01677], [-1.11597, 0.16744, -0.00037], [-0.73567, 3.64477, 0.86132], [2.51356, 1.99840, 3.17363], [-4.20760, 1.90297, -0.39241], [2.64536, 1.08854, 1.16269], [0.27734, 0.28347, 1.59342], [-1.37735, -0.29445, 2.15444], [-0.15823, -1.28702, 1.10587], [0.59790, -0.49556, -1.08343], [-0.43198, 0.92276, -1.77875], [0.68851, 1.27534, -0.33303]], "gap_ev": 8.31, "total_charge": -1}



Run B
{"formula": "C5H6N3O4", "method": "the ωB97M-V functional and the def2-TZVPD basis", "symbols": ["C", "C", "C", "C", "C", "N", "N", "N", "O", "O", "O", "O", "H", "H", "H", "H", "H", "H"], "xyz": [[-2.03617, -1.75392, 0.16823], [1.79764, 0.30110, 1.01544], [-0.47109, 0.86272, 1.72337], [2.45937, 1.07809, -0.07599], [-1.14740, -0.85303, -0.38165], [-2.63252, -2.65123, 0.64479], [0.60072, 0.91870, 1.19112], [-1.42014, 0.25388, -1.00369], [-2.27671, 0.00255, -2.48816], [2.29560, -0.50156, 1.73766], [-1.39086, 1.14916, 2.40910], [0.24084, -1.35336, -0.38026], [3.52544, 1.09527, -0.23222], [2.15551, 0.74586, -1.04444], [1.97064, 2.00647, 0.02544], [0.35266, -2.08339, 0.27201], [-0.78931, 0.82199, -1.47973], [-3.23421, -0.03931, -2.10102]], "gap_ev": [5.89, 5.89], "total_charge": -1}



Name the least stable of them. run B.



Run A
{"formula": "C3H4IN", "method": "the ωB97M-V functional and the def2-TZVPD basis", "symbols": ["C", "C", "C", "N", "I", "H", "H", "H", "H"], "xyz": [[1.24488, -0.60626, -0.14001], [0.02625, -1.14037, 0.05961], [0.06337, 1.04663, -0.02755], [-0.77596, -0.06438, 0.25725], [-2.80102, 0.13085, -0.08849], [2.16758, -0.59625, 0.34725], [-0.18999, -2.23958, 0.03244], [0.22309, 1.88325, 0.62350], [0.04181, 1.58611, -1.06399]], "gap_ev": 8.10}



Run B
{"formula": "C3H4IN", "method": "the ωB97M-V functional and the def2-TZVPD basis", "symbols": ["C", "C", "C", "N", "I", "H", "H", "H", "H"], "xyz": [[0.55090, -0.50301, 1.41767], [-0.85678, 0.06364, -0.64693], [0.38401, 0.22680, 0.20527], [0.69188, -1.17965, 2.33381], [2.18399, -0.59117, -0.91000], [-1.71172, 0.62800, -0.29504], [-0.67392, 0.68386, -1.62356], [-1.23339, -1.01917, -0.85512], [0.66504, 1.69070, 0.37389]], "gap_ev": 9.27}



Run C
{"formula": "C3H4IN", "method": "the ωB97M-V functional and the def2-TZVPD basis", "symbols": ["C", "C", "C", "N", "I", "H", "H", "H", "H"], "xyz": [[0.56924, 1.40407, -0.07806], [-0.76320, -0.54141, 0.37467], [0.50267, -0.02025, -0.26135], [0.54511, 2.50705, 0.25602], [2.41727, -0.98513, -0.17787], [-1.50349, 0.27036, 0.37646], [-1.13061, -1.47517, -0.12307], [-0.61567, -0.77764, 1.47057], [-0.02131, -0.38189, -1.83738]], "gap_ev": 9.21}



Name the least stable of them. run A.



Run A
{"formula": "C3H3N2O3S", "method": "the ωB97M-V functional and the def2-TZVPD basis", "symbols": ["C", "C", "C", "N", "N", "O", "O", "O", "S", "H", "H", "H"], "xyz": [[-1.29712, 0.84702, -3.30358], [-1.19223, -1.44359, -2.57755], [-0.24022, -0.40023, 0.48529], [-0.98270, -0.29554, -3.32422], [-1.07806, -0.39927, -0.52500], [-1.45548, 2.00056, -3.46496], [-1.51385, -2.42878, -3.19389], [-0.95622, -1.57107, -1.30267], [1.50226, 0.67577, 0.27884], [0.22303, -1.36693, 0.70868], [-0.63807, 0.07714, 1.40829], [1.17075, 0.36167, -0.93022]], "smiles": "O=C=NC(=O)O[N-]CS", "gap_ev": 6.77, "total_charge": -1}



Run B
{"formula": "C3H3N2O3S", "method": "the ωB97M-V functional and the def2-TZVPD basis", "symbols": ["C", "C", "C", "N", "N", "O", "O", "O", "S", "H", "H", "H"], "xyz": [[1.18233, 0.23366, 0.34300], [3.65526, 0.30208, 0.51549], [-0.17864, -0.11782, -0.05060], [1.75927, 1.34374, -0.09455], [3.03491, 1.26431, 0.08914], [5.02582, -0.49600, -1.41683], [5.78935, -1.30870, 0.80612], [6.05765, 1.02282, 0.25703], [5.34700, -0.20902, -0.02582], [-0.50869, 0.62830, -0.78634], [-0.93891, -0.18082, 0.73884], [-0.22900, -1.26704, -0.37478]], "gap_ev": [7.09, 7.43], "total_charge": -1}



Name the least stable of them. run B.